10 unconnected molecules or ions with the total composition C40H110N10O10, computed with ωB97M-V with the def2-TZVPD basis set.

Structure (XYZ):
```
170
Properties=species:S:1:pos:R:3
H 1.15551 2.27651 -0.23543
N 0.35661 1.67982 -0.07476
H 2.31153 -7.60077 6.96140
O -3.30042 -2.26606 7.82840
H 2.61019 -6.36477 8.93468
H -0.85671 1.09555 -9.23159
H 1.70231 -5.20377 10.90757
C 2.14053 -8.67506 7.03034
C 9.15030 -2.75812 -5.47500
H -5.43665 -1.65835 6.01556
H 3.54110 -13.27622 0.18517
C -3.09863 9.23035 -3.64323
H -6.02567 -3.77202 5.43921
H -9.89022 -5.31498 -8.42594
H 3.98309 -8.02033 10.11555
H 7.05164 10.23948 4.45321
H -2.29931 -0.46523 7.97000
H 11.41698 -1.13456 -4.86807
N -11.44483 -3.53828 -7.11816
H 5.04166 11.59649 0.69152
H 0.35084 10.22779 5.95439
H -3.91724 9.94994 -3.63084
H 11.78594 -1.65169 -3.08877
H -4.60692 -3.87090 7.73752
H 11.16514 -0.07105 -3.45509
H -0.33551 2.41536 -0.06816
H -5.46078 7.50888 -3.38392
H 1.57047 -0.70066 -0.21219
N 8.74212 -4.03933 -5.94099
H -3.72405 -3.49167 6.24888
H -0.52687 -17.08806 1.60531
H -3.13830 7.90015 -6.32950
H -2.63204 7.26217 -4.09197
C -1.38336 9.08565 5.78041
H 0.01331 -0.87321 0.65380
H -2.26717 -1.13437 6.36388
C -0.00214 0.72440 -9.79733
N 0.03696 2.73855 -11.32577
H -9.27872 -1.79498 -7.75807
H -3.01873 9.28227 4.53801
H 10.08322 -2.61218 -6.01950
H -5.84951 -0.99617 8.58138
H -2.37950 9.69190 -4.31993
C 7.68547 12.02390 3.34057
C 8.18758 -1.63387 -5.79854
H 0.95250 -17.70360 1.91957
H 7.32539 11.61745 5.46417
C -3.53194 7.86380 -4.21973
H 1.47533 -3.21766 -0.56751
H 0.23109 -14.98918 2.20092
H 8.47667 -3.03167 -3.50362
H -4.60475 11.75829 6.06872
C 1.25724 -8.00811 9.20019
C 11.17510 -1.10307 -3.80571
H 6.68728 10.85778 0.78667
C 1.88761 -16.01855 3.04105
O 9.95115 -1.57610 -3.39918
H 2.72175 -11.84928 0.61225
O -4.15905 6.74965 -1.97102
C -4.19854 -3.06232 7.13127
H -0.91242 8.42999 5.04799
H 0.80892 -8.62244 9.98102
C 1.57756 -15.03023 0.66352
C -4.27848 11.09598 5.26686
H 9.14581 12.90379 4.27437
O -8.11533 -2.44516 -6.09678
H -6.86545 -2.50839 8.65994
H -1.40167 7.58209 7.30224
H -11.68609 -2.85920 -6.41053
C -9.45902 -4.31441 -8.39419
H -4.57396 11.60898 4.35165
H 1.79618 1.02951 -2.11009
H -0.03289 -3.81774 -1.26995
H -11.82509 -3.25793 -8.01085
H -1.68005 10.43814 4.05897
C 6.24518 12.39340 2.92869
N -6.45993 -3.47980 6.30301
C 5.67607 10.86595 1.19346
H -1.93251 -1.76667 -10.96147
C -2.24651 9.97712 4.86809
H -7.17341 -1.25711 7.53302
H 3.86294 -6.62297 11.30873
C -2.13213 8.24126 6.83318
C -4.50131 6.99165 -3.38325
H 7.88882 -4.34548 -5.49573
H 8.72166 10.75479 4.79278
H -1.78409 -1.23477 -9.31461
H 1.40048 -16.65030 3.78380
H 7.94779 -1.57608 -6.86026
C 7.70857 11.09922 4.58511
H 10.27138 -3.52253 -3.73721
H -4.29491 8.96596 -5.78354
H 5.49701 9.80003 1.05247
C -1.76943 -0.88206 -10.34586
H -4.77898 10.13395 5.37692
H 0.41722 -7.64479 8.60819
H 2.68054 2.84474 -10.39625
N 1.27994 -6.05139 10.55653
C 2.53719 -12.85432 0.23289
H -4.91673 5.72025 -0.31640
C -5.14629 5.98045 -1.34969
H 8.92864 13.60042 2.99288
H -8.34160 -0.46915 -5.49455
H 1.50509 3.25963 -9.20872
H 0.51486 -5.71108 9.99178
C 0.48511 -0.69489 -0.31248
C -9.35351 -2.30355 -6.79690
N -0.42467 9.93737 6.53262
H 0.35472 1.57839 -2.93314
O 5.56051 11.22017 2.58611
O 0.02906 -1.84474 -1.03511
C 0.39205 -3.09689 -0.57144
H -2.67854 -0.31803 -10.55441
H -9.69587 -4.34299 -6.25329
C 9.44657 -2.84758 -3.96569
H 7.29006 -1.51588 -5.19139
C -6.35565 -1.78450 8.02418
H -2.57452 8.89617 7.58384
H -4.49606 5.99996 -3.83560
C 0.76520 0.76093 -2.34037
H 0.65599 3.36727 -11.81730
H 2.10436 -15.07070 3.53371
H -7.12392 -0.77597 -6.76081
H 2.82485 -8.03751 11.43753
O 2.11878 -8.87650 8.43592
H 2.86941 -9.22901 6.43873
H 1.20032 -8.98909 6.57706
C 1.89166 2.41494 -9.77895
C -7.58284 -1.16528 -5.85200
H 8.57172 -3.95649 -6.93306
H 2.06887 -12.79483 -0.74959
N 0.46077 -16.96943 1.43039
H 0.00534 -3.28183 0.43074
H 0.92206 -15.01467 -0.20721
H -0.51092 2.31373 -12.06024
O -0.60159 -0.14935 -10.77160
H -7.00943 -1.27423 -4.93143
C 2.17278 -6.85740 9.80306
H 2.44540 1.84154 -9.03552
H 5.78272 12.92672 3.75925
O -2.90577 11.02106 5.52300
H -7.38250 -3.09698 6.15328
N -3.85061 8.07129 -5.63421
H -10.01211 -1.77919 -6.10452
H -8.38138 -4.46754 -8.33637
C 3.34376 -7.38851 10.73210
O 1.72534 -13.66359 1.06908
C -2.89031 -1.03459 7.25261
H -0.89764 10.81072 6.71608
H 8.20038 11.42643 2.58825
H 2.46929 -15.59330 0.38809
C -9.96941 -3.71207 -7.09899
H 0.76516 -0.01418 -3.10674
H -1.02824 0.45244 -1.28696
H 1.36990 1.14413 -11.34293
C 0.96057 -15.73187 1.87784
H -5.65001 5.16497 -1.86871
H 8.80319 -0.74866 -5.63881
H -3.65607 -0.30911 6.97806
C -5.57999 -2.40922 6.79258
H 0.61450 0.05495 -9.19759
H 6.24776 13.07660 2.07938
C 0.02271 0.59342 -1.03453
C 0.83112 1.73413 -10.60150
H -5.96534 6.67857 -1.17689
H -2.88963 7.58829 6.39967
H -2.69302 9.04034 -2.64951
N 8.35452 13.20028 3.72117
H -9.66786 -3.67721 -9.25353
H 2.74130 -16.50069 2.56476
```

Results
Lowest unoccupied orbital energy ... 0.48 eV
Total energy ... -2889.55341 Eh
SMILES ... COC[C@H](C)N.COC[C@H](C)N.COC[C@H](C)N.COC[C@H](C)N.COC[C@H](C)N.COC[C@H](C)N.COC[C@H](C)N.COC[C@H](C)N.COC[C@H](C)N.COC[C@H](C)N
Energy relative to the best compared isomer or geometry (same formula, charge and spin) ... 7.014 eV


10 unconnected molecules or ions with the total composition C18H39BBr18ClO2P, computed with ωB97M-V with the def2-TZVPD basis set.

Structure (XYZ):
```
80
Properties=species:S:1:pos:R:3
H 2.29848 -1.71378 -8.07361
O 3.74440 -3.16390 1.70031
Br 2.49419 -3.85770 -3.09938
B 3.77408 -3.36436 0.36395
H -1.71486 -5.12354 6.47531
C -1.65226 5.55387 -0.08217
C 0.68565 -3.94053 -2.40270
H 0.97143 0.98697 2.69334
C 3.71702 -4.76786 5.41756
H 4.00553 -3.72409 5.31256
H 0.59396 -6.07694 -2.71242
H 0.18130 -3.04259 -2.74559
H 3.06076 -4.22688 -0.05622
H -0.95729 -5.31446 -2.29100
Br -0.43518 4.13775 -0.64339
Cl 6.21100 -1.72422 0.70299
Br 2.44948 3.36892 3.53237
H -1.33900 6.45318 -0.60805
C -4.58661 6.65628 5.37939
P 4.97990 -2.37741 -0.86844
Br -0.59848 2.11150 -3.74078
H -2.15655 6.66068 1.67959
C -1.39031 -4.84682 5.47469
C 2.98563 -2.39501 -7.57598
Br -4.54271 5.88313 -2.35980
C -1.74955 0.90243 -6.08191
Br 2.96312 -7.23096 4.15156
C -5.35901 4.12629 -2.52099
H -6.30794 4.26134 -3.03017
C 1.97913 2.66004 1.78619
C -0.89786 -3.42476 5.46491
H 1.77493 -4.08329 -8.10983
Br -2.53325 -0.63519 -5.18721
C 3.16340 -5.29501 4.12290
H -1.63289 0.61610 -7.12540
H 4.56071 -5.35161 5.77241
H -5.52925 3.77305 -1.50605
H 0.08064 2.01529 -6.11671
C 1.63737 1.19704 1.86227
Br -2.47077 4.30414 2.36088
H 1.19054 0.84407 0.93479
H -0.59544 5.81870 1.78903
C -0.42077 1.28058 -5.48910
H 0.22141 0.41902 -5.35307
H -0.16400 -3.28089 6.25467
Br -0.51603 -5.14154 -4.72288
O 4.10975 -1.01629 -1.11617
Br -2.93321 -5.09895 4.31967
H -5.40138 6.53609 6.09004
H -1.70454 -2.70547 5.56761
H 4.38391 -2.48499 1.98411
Br 3.60264 -1.47218 -5.98398
H -2.47191 1.70547 -5.99366
C -1.61045 5.75949 1.40649
C -4.42070 3.19684 -3.23918
H 1.10942 3.22678 1.45890
H -0.62757 -5.54051 5.13319
H -3.54546 8.32265 6.28962
C -0.02567 -5.19466 -2.83963
H -4.34389 5.69820 4.92899
H 3.85628 -2.55761 -8.20390
Br 3.22305 0.09735 2.16076
Br 2.38518 -4.80335 6.83753
H 2.82159 2.86537 1.13234
Br 0.02390 -2.98867 3.81166
Br -4.29885 3.60282 -5.13245
H 1.58853 -3.57645 -6.41255
H 3.89697 -0.51562 -0.31024
Br -1.81689 7.18605 4.92034
H 0.77290 -3.91504 -1.31772
C 2.29047 -3.69011 -7.23568
C -3.38947 7.27462 6.05334
H 2.18255 -4.88621 3.90672
H -4.75284 2.16307 -3.16884
Br 3.54338 -5.06867 -6.69349
Br -5.27907 7.77236 3.94826
H 3.83592 -5.07162 3.30044
H -3.40875 3.27829 -2.85182
H -3.14064 6.72480 6.95831
H -2.62923 5.24915 -0.43785
```

Results
Lowest unoccupied orbital energy ... 0.03 eV
Total energy ... -48018.48642 Eh
SMILES ... OBP(O)Cl.BrCCBr.BrCCBr.BrCCBr.BrCCBr.BrCCBr.BrCCBr.BrCCBr.BrCCBr.BrCCBr